[1]
# C12H23B3O5S

A 3-piece molecular cluster, C12H23B3O5S overall (the ωB97M-V functional and the def2-TZVPD basis, the Open Molecules 2025 dataset).

```
44
C12H23B3O5S, DFT the ωB97M-V functional and the def2-TZVPD basis
S 3.9894 0.9402 -1.3509
B 2.7413 1.1800 -2.7418
O 2.9915 0.7292 -4.1077
B 1.7827 0.2317 -4.7203
O 0.5740 1.0304 -4.5002
B 0.4768 1.0429 -3.0357
C -0.6841 0.1670 -2.3436
C -1.9225 -0.2095 -3.1860
C -3.0068 -1.0987 -2.4838
C -2.7734 -1.5335 -1.0213
C -1.5283 -1.1619 -0.1610
C -0.4397 -0.2707 -0.8611
O 1.4821 1.8207 -2.3474
H 3.3034 0.9475 -0.1295
H 1.6711 -0.7650 -5.3383
H -2.0102 0.1343 -4.2767
H -3.9103 -1.3813 -3.1213
H -3.5479 -2.2041 -0.5151
H -1.3672 -1.5270 0.9182
H 0.5264 0.0817 -0.3487
C -2.1339 2.5628 1.2700
C -0.9083 3.2359 1.8675
C -1.1174 4.7346 2.0176
O 0.2211 2.9958 1.0286
H -2.3479 2.9557 0.2707
H -1.9644 1.4887 1.1575
H -3.0145 2.7141 1.9000
H -0.6869 2.7962 2.8441
H -1.2956 5.2033 1.0444
H -0.2249 5.2067 2.4373
H -1.9672 4.9514 2.6700
H 0.0362 3.3806 0.1612
C 1.9870 -3.6880 3.3884
C 1.0292 -3.7668 2.2102
C 1.5944 -3.0719 0.9854
O -0.2096 -3.1576 2.5659
H 2.1732 -2.6467 3.6712
H 1.5593 -4.1821 4.2648
H 2.9434 -4.1614 3.1520
H 0.8229 -4.8144 1.9748
H 1.7643 -2.0086 1.1857
H 0.8883 -3.1253 0.1523
H 2.5390 -3.5267 0.6762
H -0.0359 -2.2301 2.7763
```

Properties
**Net charge**: 0
**SMILES**: SB1OBOB(c2ccccc2)O1.CC(C)O.CC(C)O
**Lowest unoccupied orbital energy**: -0.223 eV

Results of the Löwdin charge analysis, in e, for atoms 1 through 8:
1. S 0.775
2. B -0.765
3. O 0.134
4. B -0.216
5. O 0.142
6. B -0.478
7. C -0.051
8. C 0.003

---

[2]
# C11H15N

A 2-piece molecular cluster, C11H15N overall (the ωB97M-V functional and the def2-TZVPD basis, the Open Molecules 2025 dataset).

```
27
C11H15N, DFT the ωB97M-V functional and the def2-TZVPD basis
C 0.0455 -2.8265 1.3625
C -1.1238 -2.0307 -0.7891
C -0.0689 -2.0632 0.0813
C 0.2871 -0.4170 -1.4927
C 0.8367 -1.0553 -0.3623
C 0.8087 0.7976 -1.9627
C 2.0066 -0.5255 0.2297
C 1.7452 1.4447 -1.1856
C 2.3186 0.7673 -0.0843
N -0.9565 -0.9885 -1.6672
H -2.0142 -2.6259 -0.6665
H -1.5432 -0.8787 -2.4762
H -0.7851 -3.4720 1.5859
H 0.1217 -2.0654 2.1438
H 0.6376 1.1216 -2.9832
H 2.5980 -1.1169 0.9144
H 2.2826 2.2293 -1.7029
H 3.2078 1.1944 0.3679
H 0.9327 -3.4339 1.3984
C -1.8613 1.5586 1.3275
C -0.9834 2.4789 0.4959
H -2.8837 1.9284 1.4163
H -1.9609 0.5572 0.8947
H -1.4705 1.3747 2.3292
H -0.0684 1.9458 0.2447
H -0.7126 3.3652 1.0592
H -1.3965 2.7360 -0.4789
```

Properties
**Relative energy (zero: lowest compared OMol25 entry of this formula, charge and spin)**: 19.96 kcal per mole
**Net charge**: 0
**SMILES**: Cc1c[nH]c2ccccc12.CC
**Lowest unoccupied orbital energy**: 0.957 eV

Results of the Löwdin charge analysis, in e, for atoms 1 through 8:
1. C -0.044
2. C -0.067
3. C -0.239
4. C -0.206
5. C -0.150
6. C -0.047
7. C -0.021
8. C -0.115

---

[3]
# C27H58CaO3P2SSi

C27H58CaO3P2SSi as an isolated structure (the ωB97M-V functional and the def2-TZVPD basis, the Open Molecules 2025 dataset).

```
93
C27H58CaO3P2SSi, DFT the ωB97M-V functional and the def2-TZVPD basis
P 0.4152 -2.1256 -5.3557
P 0.4147 1.7066 -5.2263
C -0.1064 -0.8040 -6.5093
C 0.6253 0.5292 -6.6486
H -1.1937 -0.6612 -6.3793
H 0.0282 -1.3329 -7.4694
H 1.6954 0.3913 -6.8722
H 0.1619 1.0370 -7.5124
C -1.1942 2.4022 -5.7869
H -1.6033 3.0689 -5.0176
H -1.9272 1.6077 -5.9887
H -1.0168 2.9687 -6.7095
C 1.6101 2.9958 -5.6792
H 1.2071 3.6057 -6.4951
H 2.5511 2.5264 -5.9894
H 1.8010 3.6334 -4.8088
C -0.9073 -3.2951 -5.6458
H -1.0784 -3.9347 -4.7715
H -0.6353 -3.9011 -6.5227
H -1.8279 -2.7336 -5.8593
C 1.9794 -2.6926 -6.0328
H 2.6981 -1.8596 -6.1122
H 1.7632 -3.0767 -7.0427
H 2.4088 -3.5006 -5.4243
Ca 1.4537 -0.9295 1.2746
C 0.1151 1.6332 -2.7662
C -1.2395 1.4722 -2.9602
C -1.7012 0.2079 -3.5608
C -1.7291 -0.9861 -2.5640
C -0.8239 -1.9969 -3.0622
C 0.5326 -1.7645 -3.5776
C 1.4099 -0.5138 -3.3308
C 0.9534 0.4741 -2.2486
C -0.4682 -2.2200 1.0641
H 0.5691 2.6170 -2.5872
H -1.9453 2.2963 -2.8494
H -1.0072 -0.0526 -4.3931
H -2.6850 0.3253 -4.0393
H -1.5692 -0.6414 -1.5131
H -2.7666 -1.3939 -2.6026
H -1.0597 -3.0394 -2.8655
H 1.1497 -2.6437 -3.3085
H 1.6166 0.0258 -4.2952
H 2.4112 -0.9041 -3.0406
H 0.4633 -0.0533 -1.4139
H 1.8779 0.9102 -1.8300
H -0.1388 -3.2723 1.1754
H -0.9568 -2.1262 0.0787
H -1.2475 -2.0491 1.8226
C 1.2653 3.7110 4.5060
C 1.7069 2.3596 5.0571
C 2.9549 1.8558 4.3412
C 1.9851 2.5094 6.5533
O 0.6047 1.4209 4.9141
Si 0.1370 0.5753 3.5659
S 0.4131 1.4396 1.7397
O 1.0123 -0.8942 3.4849
C 1.0322 -1.9114 4.6383
C 1.8718 -3.0747 4.1212
C 1.6432 -1.2460 5.8567
C -0.3898 -2.3369 4.9646
O -1.3863 0.1066 3.9819
C -2.7570 0.5645 3.8393
C -2.9965 1.0267 2.4116
C -3.6624 -0.6166 4.1684
C -3.0645 1.6922 4.8153
H 2.0813 4.4405 4.6224
H 0.4034 4.0707 5.0836
H 0.9933 3.6366 3.4448
H 3.7747 2.5643 4.5338
H 3.2647 0.8741 4.7218
H 2.8047 1.7989 3.2533
H 1.0964 2.8819 7.0790
H 2.2984 1.5611 7.0096
H 2.7949 3.2393 6.6918
H 2.8977 -2.7534 3.8887
H 1.9338 -3.8565 4.8936
H 1.4238 -3.5319 3.2260
H 1.0268 -0.4043 6.1988
H 1.7031 -1.9660 6.6913
H 2.6608 -0.8935 5.6536
H -0.9545 -1.5243 5.4368
H -0.9273 -2.6901 4.0783
H -0.3683 -3.1701 5.6890
H -2.7690 0.2187 1.7092
H -4.0498 1.3155 2.2785
H -2.3592 1.8805 2.1584
H -3.5384 -0.9225 5.2148
H -4.7145 -0.3341 4.0228
H -3.4473 -1.4759 3.5224
H -2.9650 1.3530 5.8523
H -2.4118 2.5583 4.6671
H -4.1061 2.0172 4.6719
```

Properties
**Relative energy (zero: lowest compared OMol25 entry of this formula, charge and spin)**: 0.00 kcal per mole
**Net charge**: 0
**Lowest unoccupied orbital energy**: -0.497 eV

Results of the Löwdin charge analysis, in e, for atoms 1 through 8:
1. P 0.903
2. P 0.897
3. C -0.346
4. C -0.390
5. H 0.083
6. H 0.092
7. H 0.076
8. H 0.078

---

[4]
# C26H59GeN6O6STi

C26H59GeN6O6STi as an isolated structure (the ωB97M-V functional and the def2-TZVPD basis, the Open Molecules 2025 dataset).

```
100
C26H59GeN6O6STi, DFT the ωB97M-V functional and the def2-TZVPD basis
Ti -0.2232 0.0374 0.2741
C 2.8957 -3.5431 -2.4220
C 1.4026 -3.2557 -2.2665
C 0.8123 -2.8922 -3.6318
C 0.7010 -4.4856 -1.7054
O 1.1511 -2.1576 -1.3755
Ge 2.4336 -1.1383 -0.5248
O 1.3815 0.4905 -0.9714
C 2.0728 1.7603 -1.1513
C 1.5937 2.3667 -2.4592
C 3.5886 1.5762 -1.2074
C 1.7260 2.6755 0.0165
O 1.2629 -1.0031 1.0944
C 1.6188 -1.6129 2.3631
C 1.7723 -0.4939 3.3843
C 0.5207 -2.5801 2.7826
C 2.9352 -2.3719 2.2267
H 3.0514 -4.4077 -3.0694
H 3.3470 -3.7609 -1.4512
H 3.4180 -2.6880 -2.8604
H 1.0955 -3.6283 -4.3884
H 1.1915 -1.9101 -3.9353
H -0.2826 -2.8602 -3.5793
H 0.7962 -5.3320 -2.3907
H -0.3630 -4.2891 -1.5473
H 1.1452 -4.7694 -0.7481
H 1.8614 1.6979 -3.2820
H 2.0773 3.3325 -2.6259
H 0.5120 2.5064 -2.4571
H 3.8719 0.8735 -1.9938
H 3.9893 1.2101 -0.2592
H 4.0602 2.5368 -1.4253
H 0.6459 2.8155 0.0432
H 2.2115 3.6486 -0.0904
H 2.0591 2.2199 0.9559
H 0.8529 0.0987 3.4169
H 2.6078 0.1562 3.1085
H 1.9578 -0.8977 4.3823
H -0.3697 -2.0428 3.1008
H 0.8645 -3.2003 3.6123
H 0.2609 -3.2298 1.9457
H 3.7578 -1.7062 1.9558
H 2.8516 -3.1554 1.4665
H 3.1847 -2.8505 3.1751
N -1.4694 -1.2167 -1.0126
C -1.8356 -0.4704 -2.2284
C -3.2617 -0.8111 -2.6584
C -3.8088 -0.0770 -3.8798
C -3.1928 -0.5126 -5.2044
N -1.7862 -0.1130 -5.3688
C -1.3714 1.1380 -5.5179
N -2.2452 2.1184 -5.7258
N -0.0623 1.4068 -5.5421
C -1.6336 1.0318 -1.9812
O -1.7583 1.8061 -2.9220
O -1.2900 1.3520 -0.7736
H -0.7782 -1.9467 -1.2003
H -2.2790 -1.6035 -0.5481
H -1.1235 -0.7287 -3.0093
H -3.9252 -0.5935 -1.8150
H -3.3061 -1.8919 -2.8345
H -3.6679 0.9956 -3.7392
H -4.8823 -0.2672 -3.9434
H -3.7702 -0.1161 -6.0411
H -3.2162 -1.5965 -5.2966
H -1.0796 -0.8208 -5.2563
H -3.2281 1.9626 -5.5943
H -1.9352 3.0747 -5.7302
H 0.6184 0.6852 -5.3865
H 0.2710 2.3467 -5.6643
C -3.6809 0.6926 1.4470
C -2.7064 -0.3089 1.9870
C -3.1000 -1.1674 3.1403
O -1.4675 -0.3582 1.5096
H -3.9972 1.3905 2.2388
H -4.5964 0.2056 1.0943
H -3.2419 1.2669 0.6337
H -4.1840 -1.2728 3.1782
H -2.7822 -0.7264 4.0980
H -2.6503 -2.1601 3.0802
C 1.0826 5.6676 3.4184
N 0.5752 4.2912 3.5202
C 1.2991 3.4067 4.4413
C -0.4030 3.8619 2.7846
S -0.8734 2.2627 2.5945
N -1.2795 4.7343 2.2225
C -2.0626 5.6126 3.1035
C -1.8100 4.5381 0.8609
H 2.1443 5.6298 3.1807
H 0.9571 6.1908 4.3655
H 0.5567 6.2071 2.6385
H 1.4885 3.9510 5.3636
H 2.2541 3.0995 4.0164
H 0.7050 2.5255 4.6653
H -1.5943 5.6930 4.0812
H -3.0704 5.2112 3.2202
H -2.1342 6.6048 2.6592
H -1.1646 3.8821 0.2849
H -1.8599 5.5112 0.3748
H -2.8134 4.1121 0.8772
```

Properties
**Spin multiplicity**: 4
**Relative energy (zero: lowest compared OMol25 entry of this formula, charge and spin)**: 27.67 kcal per mole
**Net charge**: +2
**Lowest unoccupied orbital energy (alpha / beta)**: -4.817 / -8.202 eV

Results of the Löwdin charge analysis, in e, for atoms 1 through 8:
1. Ti 0.934
2. C -0.070
3. C -0.696
4. C -0.037
5. C -0.024
6. O -0.366
7. Ge 1.105
8. O -0.409

---

[5]
# C2H2O2

The molecule C2H2O2 (the ωB97M-V functional and the def2-TZVPD basis, the Open Molecules 2025 dataset).

```
6
C2H2O2, DFT the ωB97M-V functional and the def2-TZVPD basis
C -0.6337 -0.3048 0.0904
C 0.7105 0.1868 0.2497
O -1.5305 0.2617 -0.5141
O 1.6673 0.1256 -0.4922
H -0.7239 -1.0859 0.7583
H 0.8629 0.5022 1.3120
```

Properties
**Relative energy (zero: lowest compared OMol25 entry of this formula, charge and spin)**: 14.21 kcal per mole
**Net charge**: 0
**SMILES**: O=CC=O
**Lowest unoccupied orbital energy**: -0.241 eV

In the Löwdin picture, each atom carries the following charge in e:
1. C -0.206
2. C -0.222
3. O 0.098
4. O 0.091
5. H 0.101
6. H 0.138

---

[6]
# C25H17Cl2N8O2SV

C25H17Cl2N8O2SV as an isolated structure (the ωB97M-V functional and the def2-TZVPD basis, the Open Molecules 2025 dataset).

```
56
C25H17Cl2N8O2SV, DFT the ωB97M-V functional and the def2-TZVPD basis
V 0.0053 -0.4090 -0.2496
Cl 3.7051 -1.2193 5.5167
C 2.4029 -1.3076 4.3759
C 2.6819 -1.0907 3.0353
C 1.6594 -1.1451 2.0955
N 1.7650 -0.8127 0.7354
C 2.9859 -0.8467 0.1549
O 4.0091 -1.3628 0.5812
C 3.0462 -0.0583 -1.1190
C 4.2391 0.0121 -1.8205
C 4.3126 0.8506 -2.9159
C 3.1928 1.5962 -3.2514
C 2.0386 1.4417 -2.5047
N 1.9502 0.6196 -1.4570
C 0.3526 -1.4373 2.5082
C 0.0821 -1.6565 3.8544
C 1.1087 -1.5876 4.7843
Cl 0.7323 -1.8618 6.4548
N -0.5876 -1.3814 1.4643
C -1.7934 -1.9543 1.6352
O -2.2023 -2.6173 2.5805
C -2.7141 -1.6924 0.4836
C -3.9804 -2.2546 0.4908
C -4.8387 -1.9735 -0.5523
C -4.3892 -1.1324 -1.5585
C -3.1070 -0.6228 -1.4898
N -2.2613 -0.8924 -0.4854
H 3.6957 -0.8897 2.7322
H 5.0714 -0.5804 -1.4699
H 5.2271 0.9352 -3.4883
H 3.2015 2.2870 -4.0830
H 1.1545 2.0053 -2.7672
H -0.9165 -1.8907 4.1809
H -4.2413 -2.8889 1.3254
H -5.8348 -2.3948 -0.5829
H -5.0165 -0.8708 -2.3990
H -2.7497 0.0110 -2.2860
N -0.3693 -1.2447 -4.6062
C -0.3058 -0.8288 -3.3277
S 0.2460 -1.9589 -2.1528
N -0.7158 0.4277 -3.1434
N -0.6572 0.8209 -1.8570
C -1.0351 2.0099 -1.5617
C -0.9430 2.4199 -0.1611
C -1.4198 3.6425 0.2848
C -1.3026 3.9522 1.6298
C -0.7228 3.0308 2.4882
C -0.2929 1.8186 1.9703
N -0.4053 1.5190 0.6788
H -0.0179 -2.1532 -4.8459
H -0.6096 -0.5855 -5.3257
H -1.4449 2.6756 -2.3156
H -1.8671 4.3334 -0.4168
H -1.6625 4.9003 2.0066
H -0.6116 3.2344 3.5431
H 0.1497 1.0594 2.6033
```

Properties
**Spin multiplicity**: 3
**Relative energy (zero: lowest compared OMol25 entry of this formula, charge and spin)**: 0.00 kcal per mole
**Net charge**: 0
**Lowest unoccupied orbital energy (alpha / beta)**: -0.956 / -0.996 eV

Results of the Löwdin charge analysis, in e, for atoms 1 through 8:
1. V 0.768
2. Cl 0.658
3. C -0.683
4. C -0.035
5. C -0.210
6. N 0.002
7. C -0.462
8. O 0.059

---

[7]
# C3H8N3O

A 2-piece molecular cluster, C3H8N3O overall (the ωB97M-V functional and the def2-TZVPD basis, the Open Molecules 2025 dataset).

```
15
C3H8N3O, DFT the ωB97M-V functional and the def2-TZVPD basis
C -2.8434 1.2522 -2.1792
C 1.0994 0.9050 -0.3786
C 1.3033 -0.7621 1.4615
N -1.9395 0.6953 -1.5660
N -1.1566 0.0153 -1.1326
N 1.1425 -0.5772 0.0550
O 1.9371 1.2366 -1.1335
H -3.1660 1.0341 -3.1793
H -3.2766 2.1813 -1.6254
H 0.2886 1.5190 0.0253
H 1.3086 -1.8093 1.8479
H 2.2851 -0.3839 1.8277
H 0.4654 -0.1851 1.8822
H 0.1656 -0.9973 -0.0686
H 1.8501 -0.7774 -0.6820
```

Properties
**Relative energy (zero: lowest compared OMol25 entry of this formula, charge and spin)**: 99.25 kcal per mole
**Net charge**: +1
**Lowest unoccupied orbital energy**: -4.073 eV

Results of the Löwdin charge analysis, in e, for atoms 1 through 8:
1. C 0.011
2. C -0.233
3. C -0.042
4. N -0.175
5. N 0.187
6. N -0.007
7. O 0.174
8. H 0.094

---

[8]
# C8H12N3

A 2-piece molecular cluster, C8H12N3 overall (the ωB97M-V functional and the def2-TZVPD basis, the Open Molecules 2025 dataset).

```
23
C8H12N3, DFT the ωB97M-V functional and the def2-TZVPD basis
C -2.8220 -1.2965 0.2001
C -2.1222 -0.7610 1.2757
C -2.5762 -0.8481 -1.0916
C -1.1920 0.2332 1.0640
C -1.6131 0.1131 -1.3211
C -0.9160 0.6829 -0.2403
C 0.0343 1.7181 -0.4964
C 3.3970 -1.6677 0.1687
N 2.7901 -0.7289 -0.4839
N 0.4123 2.6057 0.3785
N 1.9975 0.2193 -0.0692
H -3.5614 -2.0631 0.3729
H -2.3149 -1.1138 2.2770
H -3.1392 -1.2542 -1.9168
H -0.6497 0.6370 1.9057
H -1.4220 0.4574 -2.3252
H 0.3749 1.8468 -1.5156
H 4.0404 -2.3490 -0.3506
H 3.2813 -1.7610 1.2333
H 2.9480 -0.6760 -1.4919
H 0.1124 2.5373 1.3424
H 1.8657 0.1375 0.9402
H 1.0750 3.3311 0.1440
```

Properties
**Relative energy (zero: lowest compared OMol25 entry of this formula, charge and spin)**: 55.51 kcal per mole
**Net charge**: +1
**Lowest unoccupied orbital energy**: -4.299 eV

Results of the Löwdin charge analysis, in e, for atoms 1 through 8:
1. C -0.033
2. C -0.048
3. C -0.045
4. C -0.024
5. C -0.004
6. C -0.228
7. C -0.074
8. C 0.045

---

| no. | calculated total energy (eV) | M (g mol⁻¹) |
| --- | --- | --- |
| 1 | -35921.6709 | 311.8 |
| 2 | -13139.9256 | 161.2 |
| 3 | -90811.2646 | 592.9 |
| 4 | -139602.5978 | 704.3 |
| 5 | -6199.4382 | 58.0 |
| 6 | -103789.0801 | 615.4 |
| 7 | -9748.1601 | 102.1 |
| 8 | -12952.4037 | 150.2 |